No. 1
ORCA calculation (the ωB97M-V functional and the def2-TZVPD basis) on C22H27CaO2 as an isolated structure.

```
! wB97M-V def2-TZVPD RIJCOSX def2/J DEFGRID3
* xyz -1 1
C 2.212 -0.886 2.483
C 2.875 -0.048 1.541
C 2.041 1.073 1.287
H 3.871 -0.230 1.122
C 0.826 0.880 2.018
C 0.906 -0.366 2.694
H 0.118 -0.843 3.285
H 2.677 -1.704 3.044
H 2.297 1.945 0.681
H 0.008 1.596 2.084
C -0.731 -1.234 -2.438
C -0.386 -2.575 -2.110
C -1.105 -2.946 -0.929
H 0.291 -3.224 -2.668
C -1.887 -1.833 -0.520
C -1.668 -0.774 -1.461
H -2.185 0.187 -1.473
H -0.363 -0.676 -3.299
H -1.119 -3.944 -0.489
H -2.592 -1.823 0.310
Ca 0.671 -0.846 -0.058
O -0.909 2.115 -0.184
C -0.165 3.175 -0.768
C -1.213 3.638 0.215
H 0.881 3.281 -0.469
H -0.396 3.331 -1.823
H -0.888 3.784 1.244
H -2.482 5.723 1.468
C -2.918 5.468 0.498
C -2.400 4.366 -0.243
C -2.970 4.149 -1.525
H -2.577 3.359 -2.161
C -4.003 4.961 -2.005
H -4.427 4.778 -2.992
C -4.515 6.022 -1.247
H -5.335 6.645 -1.622
C -3.940 6.276 0.006
H -4.305 7.124 0.590
C 1.854 -4.539 1.669
C 2.337 -3.886 0.371
C 3.840 -3.664 0.413
C 2.094 -4.865 -0.767
O 1.673 -2.673 0.170
H 2.399 -5.478 1.827
H 0.777 -4.742 1.617
H 2.037 -3.886 2.527
H 4.341 -4.633 0.565
H 4.188 -3.236 -0.539
H 4.137 -2.985 1.225
H 1.034 -5.125 -0.864
H 2.421 -4.432 -1.720
H 2.673 -5.783 -0.578
*
```

Computed properties:
Energy (eV): -45786.206

No. 2
ORCA calculation (the ωB97M-V functional and the def2-TZVPD basis) on C22H27Cl5F11N5O6S3SeTeW as an isolated structure.

```
! wB97M-V def2-TZVPD RIJCOSX def2/J DEFGRID3
* xyz 2 1
W -0.037 0.648 -0.575
Cl -1.413 3.572 0.165
C -2.412 2.202 0.303
C -2.041 0.908 -0.179
C -3.086 -0.071 -0.218
Cl -2.981 -1.557 -1.072
C -4.290 0.140 0.434
Cl -5.494 -1.075 0.480
C -4.547 1.369 1.065
Cl -6.003 1.603 1.896
C -3.627 2.408 0.963
Cl -4.005 3.930 1.632
F 2.171 -0.746 3.733
C 0.877 -0.823 4.127
F 0.834 -0.735 5.438
F 0.414 -2.010 3.748
S -0.073 0.572 3.367
O 0.150 0.401 1.919
O -1.423 0.401 3.787
N 0.694 1.723 4.055
S 1.442 2.902 3.301
O 0.622 3.616 2.382
O 2.759 2.492 2.842
C 1.753 3.993 4.760
F 2.654 4.894 4.388
F 2.232 3.280 5.772
F 0.633 4.588 5.112
F -0.785 3.005 -4.253
Te 0.811 2.808 -3.209
F 1.534 0.343 -1.643
F 0.420 4.549 -2.758
F 2.133 3.022 -1.844
F 0.983 1.893 0.242
O -0.382 1.935 -1.901
Se 1.335 -2.350 -0.948
N 0.059 -1.386 -0.065
C -0.480 -2.190 0.888
C -1.519 -1.898 1.799
C -1.958 -2.889 2.623
C -1.404 -4.202 2.631
C -0.390 -4.519 1.798
C 0.083 -3.517 0.902
N 1.046 -3.743 0.025
H -1.943 -0.915 1.866
H -2.757 -2.666 3.320
H -1.801 -4.932 3.323
H 0.071 -5.496 1.768
C -0.282 -3.283 -4.444
C 0.865 -2.294 -4.555
C 0.467 -0.856 -4.844
S -0.752 -0.048 -3.778
O -0.613 -0.603 -2.333
C -2.336 -0.663 -4.423
C -3.297 0.502 -4.641
C -3.649 1.269 -3.375
H 0.099 -4.292 -4.288
H -0.884 -3.306 -5.355
H -0.945 -3.049 -3.606
H 1.537 -2.585 -5.367
H 1.482 -2.304 -3.659
H -0.008 -0.754 -5.826
H 1.338 -0.200 -4.846
H -2.688 -1.384 -3.685
H -2.111 -1.183 -5.352
H -4.197 0.078 -5.092
H -2.871 1.179 -5.385
H -4.233 0.652 -2.688
H -4.238 2.151 -3.620
H -2.753 1.623 -2.856
N 4.921 0.988 3.194
C 5.435 0.309 1.951
C 4.373 -0.592 1.321
N 3.153 0.063 0.880
H 5.604 1.645 3.567
H 4.724 0.308 3.928
H 4.040 1.530 3.036
H 6.315 -0.259 2.247
H 5.744 1.103 1.273
H 4.114 -1.389 2.022
H 4.854 -1.083 0.474
H 3.342 0.865 0.292
H 2.585 0.384 1.649
*
```

Computed properties:
Energy (eV): -242448.134
Energy relative to the best compared isomer or geometry (same formula, charge and spin) (kJ/mol): 114.0

No. 3
ORCA calculation (the ωB97M-V functional and the def2-TZVPD basis) on a 2-piece molecular cluster, C22H27F8NO3 overall.

```
! wB97M-V def2-TZVPD RIJCOSX def2/J DEFGRID3
* xyz 0 1
C 4.981 -3.381 0.934
C 3.426 -3.185 0.779
C 3.060 -1.710 0.320
C 2.308 -0.907 1.479
C 1.466 0.262 0.778
C -0.020 -0.281 0.468
C -0.352 -0.133 -1.060
C -1.701 -0.803 -1.530
C -1.921 -2.278 -1.058
N -2.245 -2.453 0.383
C -3.298 -1.692 0.955
O -3.529 -0.502 0.966
C -4.289 -2.578 1.761
C -5.456 -2.248 2.540
C -6.127 -3.382 3.209
C -5.573 -4.722 3.072
C -4.388 -5.045 2.265
C -3.741 -3.931 1.601
C -2.495 -3.850 0.694
O -1.861 -4.782 0.281
H 5.549 -3.144 0.000
H 5.155 -4.454 1.225
H 5.335 -2.715 1.772
H 2.956 -3.906 0.055
H 2.953 -3.387 1.775
H 3.949 -1.136 -0.053
H 2.306 -1.780 -0.514
H 1.662 -1.630 2.037
H 3.038 -0.492 2.233
H 1.995 0.469 -0.186
H 1.465 1.112 1.501
H -0.698 0.412 1.040
H -0.038 -1.328 0.848
H -0.468 0.975 -1.254
H 0.468 -0.469 -1.750
H -2.568 -0.118 -1.312
H -1.657 -0.840 -2.659
H -0.967 -2.836 -1.281
H -2.712 -2.807 -1.668
H -5.793 -1.194 2.620
H -7.043 -3.146 3.798
H -6.083 -5.558 3.598
H -3.967 -6.069 2.183
C 2.011 6.090 -0.876
C 1.115 6.683 -1.980
C -0.304 6.120 -2.078
F -0.320 4.798 -2.339
F -0.972 6.721 -3.095
F 1.757 6.585 -3.166
F 1.004 8.018 -1.721
O 2.918 5.054 -1.253
C 2.433 3.743 -1.300
C 2.451 3.163 -2.715
F 1.736 3.918 -3.572
F 1.907 1.924 -2.725
F 1.215 3.689 -0.726
F 3.247 3.013 -0.510
H 2.665 6.903 -0.556
H 1.443 5.823 0.018
H -0.862 6.303 -1.155
H 3.473 3.096 -3.096
*
```

Computed properties:
Structure (SMILES): CCCCCCCCCN1C(=O)c2ccccc2C1=O.FC(F)C(F)(F)COC(F)(F)C(F)F
Energy (eV): -52623.041

No. 4
ORCA calculation (the ωB97M-V functional and the def2-TZVPD basis) on C22H27GeN5O7Se4V as an isolated structure.

```
! wB97M-V def2-TZVPD RIJCOSX def2/J DEFGRID3
* xyz -1 3
V -0.495 -0.993 1.797
Se -1.917 0.828 2.723
Se -3.885 -0.424 2.621
Se -3.312 -2.044 4.186
Se -1.160 -2.658 3.448
O 5.186 1.133 0.273
C 4.038 0.938 0.548
C 2.821 1.167 -0.390
O 2.861 1.686 -1.484
C 1.691 0.638 0.364
C 2.022 0.251 1.639
O 1.165 -0.219 2.466
C 3.484 0.385 1.867
O 4.114 0.134 2.859
O 0.419 0.491 -0.028
C -3.680 4.080 -3.549
C -2.939 2.828 -3.107
C -3.074 2.569 -1.611
C -2.273 1.363 -1.118
Ge -0.372 1.661 -1.268
C 0.160 3.381 -0.553
C 0.076 4.583 -1.503
C 0.824 4.406 -2.819
C 0.751 5.655 -3.685
H -3.612 4.238 -4.626
H -3.279 4.970 -3.058
H -4.740 4.019 -3.291
H -1.880 2.925 -3.379
H -3.304 1.955 -3.656
H -4.130 2.427 -1.363
H -2.769 3.473 -1.071
H -2.539 0.469 -1.681
H -2.477 1.164 -0.064
H 0.215 1.229 -2.612
H 1.180 3.291 -0.173
H -0.493 3.519 0.316
H 0.486 5.463 -0.995
H -0.971 4.823 -1.715
H 0.419 3.558 -3.378
H 1.866 4.145 -2.612
H -0.286 5.922 -3.904
H 1.264 5.520 -4.638
H 1.209 6.510 -3.182
N -4.284 -3.054 -3.044
C -3.318 -2.702 -2.513
N -2.157 -2.337 -2.007
C -1.932 -1.972 -0.815
N -1.582 -1.629 0.246
O 1.054 -6.571 5.827
C 2.081 -5.653 5.496
N 1.826 -4.927 4.282
C 2.334 -5.345 3.088
O 3.100 -6.282 2.965
C 1.877 -4.557 1.898
C 1.764 -5.185 0.666
C 1.273 -4.464 -0.408
C 0.888 -3.149 -0.208
N 1.018 -2.527 0.965
C 1.527 -3.220 1.988
H 0.241 -6.075 5.968
H 2.979 -6.243 5.344
H 2.234 -4.941 6.313
H 1.067 -4.262 4.273
H 2.057 -6.223 0.576
H 1.164 -4.910 -1.386
H 0.459 -2.568 -1.014
H 1.667 -2.662 2.908
*
```

Computed properties:
<S²>: 2.03
Energy (eV): -388629.611
Energy relative to the best compared isomer or geometry (same formula, charge and spin) (kJ/mol): 46.0